{"formula": "C72H78N12O4", "method": "ωB97M-V/def2-TZVPD", "elements": ["C", "C", "C", "N", "C", "C", "C", "C", "C", "C", "C", "C", "O", "C", "C", "C", "C", "C", "O", "O", "C", "N", "C", "C", "C", "O", "C", "C", "H", "H", "H", "H", "H", "H", "H", "H", "H", "H", "H", "H", "H", "H", "H", "H", "H", "H", "H", "H", "H", "H", "H", "H", "H", "H", "H", "H", "N", "C", "C", "C", "C", "C", "H", "H", "H", "H", "H", "N", "C", "C", "C", "C", "C", "H", "H", "H", "H", "H", "N", "C", "C", "C", "C", "C", "H", "H", "H", "H", "H", "N", "C", "C", "C", "C", "C", "H", "H", "H", "H", "H", "N", "C", "C", "C", "C", "C", "H", "H", "H", "H", "H", "N", "C", "C", "C", "C", "C", "H", "H", "H", "H", "H", "N", "C", "C", "C", "C", "C", "H", "H", "H", "H", "H", "N", "C", "C", "C", "C", "C", "H", "H", "H", "H", "H", "N", "C", "C", "C", "C", "C", "H", "H", "H", "H", "H", "N", "C", "C", "C", "C", "C", "H", "H", "H", "H", "H"], "positions_angstrom": [[2.9634, -2.3467, 7.6182], [2.9330, -1.0361, 7.1232], [3.0443, 0.3706, 6.2365], [4.3284, 1.1405, 6.3583], [4.3272, 2.3586, 5.4782], [5.7089, 3.2908, 5.5015], [5.9162, 4.6364, 4.5797], [4.6240, 5.0423, 3.5988], [4.8677, 6.3892, 2.6556], [6.0385, 6.0184, 1.5483], [5.7671, 4.6288, 0.7196], [7.0040, 3.5337, 0.8051], [7.6565, 3.4597, 2.1217], [7.5884, 2.1116, 2.7066], [3.2352, 4.1572, 3.5949], [1.9281, 4.5973, 2.6488], [0.6867, 5.1116, 3.6338], [-0.4846, 5.9401, 2.8392], [-0.3809, 6.5004, 1.6301], [-1.7782, 6.1159, 3.5798], [3.0713, 2.7894, 4.5385], [1.7684, 2.0507, 4.4146], [1.8030, 0.8326, 5.2934], [0.4541, -0.1493, 5.2486], [0.6114, -1.0444, 3.8728], [-0.6263, -1.0114, 3.0388], [-0.4889, 0.0652, 2.0308], [0.2866, -0.3922, 0.6547], [3.0259, -3.4941, 7.9174], [6.6353, 2.9772, 6.1833], [6.9222, 5.2361, 4.6188], [5.2856, 7.2144, 3.3952], [3.8829, 6.8160, 2.1888], [6.0406, 6.9293, 0.7772], [7.1050, 6.0355, 2.0642], [4.7541, 4.0899, 0.9789], [5.6882, 4.9238, -0.4344], [6.5755, 2.4430, 0.5796], [7.8597, 3.7608, 0.0064], [8.1838, 1.3308, 2.0286], [6.4685, 1.7449, 2.8957], [8.1117, 2.0327, 3.7761], [1.4996, 3.7083, 2.0190], [2.1725, 5.4870, 1.9219], [0.1883, 4.1418, 4.1016], [1.0963, 5.8456, 4.4805], [-2.4394, 6.6134, 2.9922], [-0.4634, 0.5900, 5.1300], [0.3053, -0.7754, 6.2253], [0.9221, -2.1354, 4.1654], [1.4817, -0.6341, 3.1663], [0.1108, 0.9707, 2.5202], [-1.5703, 0.4379, 1.7310], [0.2935, -1.5810, 0.6107], [1.4061, 0.0065, 0.5954], [-0.3257, -0.0119, -0.2931], [4.1158, -1.7559, 1.5046], [4.2584, -3.0485, 1.8707], [4.8878, -3.4543, 3.0365], [5.4073, -2.4768, 3.8786], [5.2778, -1.1368, 3.5279], [4.6287, -0.8293, 2.3430], [3.8394, -3.7738, 1.1792], [4.9714, -4.5070, 3.2818], [5.9086, -2.7566, 4.8005], [5.6723, -0.3512, 4.1623], [4.4991, 0.2021, 2.0273], [-1.3827, 0.8887, -2.5406], [-2.6447, 0.4092, -2.5931], [-3.7545, 1.1898, -2.8744], [-3.5616, 2.5464, -3.1132], [-2.2739, 3.0702, -3.0643], [-1.2266, 2.2091, -2.7785], [-2.7438, -0.6544, -2.3965], [-4.7452, 0.7508, -2.9062], [-4.4076, 3.1901, -3.3357], [-2.0903, 4.1232, -3.2451], [-0.2026, 2.5693, -2.7326], [6.0458, 0.5360, -1.6017], [5.4804, -0.6213, -1.1939], [5.5485, -1.8062, -1.9091], [6.2346, -1.8062, -3.1190], [6.8260, -0.6293, -3.5666], [6.7067, 0.5047, -2.7792], [4.9536, -0.5695, -0.2455], [5.0777, -2.7070, -1.5322], [6.3081, -2.7156, -3.7081], [7.3671, -0.5962, -4.5053], [7.1540, 1.4468, -3.0836], [-6.7206, -0.7080, -2.3894], [-6.3452, -1.5888, -1.4362], [-6.8512, -2.8746, -1.3328], [-7.8037, -3.2836, -2.2602], [-8.2120, -2.3985, -3.2527], [-7.6456, -1.1342, -3.2767], [-5.6021, -1.2216, -0.7343], [-6.5113, -3.5408, -0.5481], [-8.2242, -4.2838, -2.2102], [-8.9529, -2.6866, -3.9898], [-7.9288, -0.4085, -4.0340], [-9.4283, -5.9896, -2.0041], [-9.0528, -6.8704, -1.0509], [-9.5588, -8.1562, -0.9475], [-10.5113, -8.5652, -1.8748], [-10.9197, -7.6802, -2.8673], [-10.3532, -6.4158, -2.8913], [-8.3098, -6.5032, -0.3489], [-9.2189, -8.8224, -0.1627], [-10.9318, -9.5654, -1.8248], [-11.6605, -7.9683, -3.6045], [-10.6364, -5.6901, -3.6486], [-2.9475, -1.3830, -7.3811], [-2.6680, -0.9856, -6.1204], [-2.0811, 0.2301, -5.8079], [-1.7562, 1.0914, -6.8505], [-2.0299, 0.7096, -8.1598], [-2.6223, -0.5248, -8.3722], [-2.9372, -1.6937, -5.3421], [-1.8817, 0.4986, -4.7767], [-1.2938, 2.0524, -6.6445], [-1.7884, 1.3580, -8.9944], [-2.8591, -0.8666, -9.3759], [4.4840, -5.2803, -1.7666], [3.2550, -4.8868, -2.1667], [2.3238, -5.7357, -2.7432], [2.6731, -7.0696, -2.9254], [3.9324, -7.5046, -2.5252], [4.7939, -6.5815, -1.9547], [3.0309, -3.8362, -2.0065], [1.3500, -5.3657, -3.0434], [1.9700, -7.7646, -3.3751], [4.2352, -8.5376, -2.6539], [5.7865, -6.8730, -1.6228], [-3.0834, -4.9947, -9.6413], [-3.9168, -4.1636, -8.9780], [-5.2764, -4.3894, -8.8338], [-5.8178, -5.5349, -9.4074], [-4.9853, -6.4092, -10.0985], [-3.6376, -6.0996, -10.1859], [-3.4475, -3.2820, -8.5511], [-5.8981, -3.6888, -8.2879], [-6.8795, -5.7449, -9.3165], [-5.3765, -7.3102, -10.5573], [-2.9464, -6.7523, -10.7117], [-0.2493, 1.9296, 9.0009], [0.9971, 1.4347, 9.1649], [1.3778, 0.6453, 10.2382], [0.4249, 0.3467, 11.2063], [-0.8670, 0.8434, 11.0664], [-1.1533, 1.6214, 9.9561], [1.7055, 1.6982, 8.3848], [2.3928, 0.2727, 10.3176], [0.6865, -0.2680, 12.0626], [-1.6323, 0.6292, 11.8037], [-2.1480, 2.0293, 9.8000], [-3.9358, 7.9157, 0.5927], [-4.8037, 8.0289, -0.4365], [-4.4436, 7.8883, -1.7672], [-3.1117, 7.6188, -2.0637], [-2.1937, 7.4983, -1.0255], [-2.6500, 7.6519, 0.2738], [-5.8304, 8.2429, -0.1541], [-5.1835, 7.9870, -2.5533], [-2.7916, 7.5033, -3.0951], [-1.1485, 7.2892, -1.2234], [-1.9729, 7.5634, 1.1188]], "forces_ev_per_angstrom": [[-0.0375, 8.4712, -3.8116], [0.6899, -7.4868, 1.5371], [1.1210, 1.4815, -0.3898], [-5.2752, 0.9024, -3.4660], [0.1259, 0.2811, -0.1064], [-0.8805, 2.4360, -2.5283], [-4.1498, -4.2477, 1.0261], [-1.2031, -2.1856, 1.5209], [0.5493, -0.9738, 1.1398], [-0.2018, 0.9335, -0.3605], [0.5011, -0.0584, -0.9791], [-0.2343, -0.9968, -0.6196], [-0.8221, -1.3865, -0.0267], [0.2002, -1.2378, 0.4662], [2.6745, 0.2812, 0.9501], [-0.2577, 0.5532, 0.7108], [-0.4703, -0.0983, 0.0761], [-1.3498, 2.8031, -4.2247], [0.0946, -3.7250, 7.3724], [2.8230, -0.1240, -2.4810], [0.7545, 0.9441, -0.5720], [5.2302, -2.7928, 4.5615], [0.6730, 0.9048, -0.0010], [0.6847, 1.6427, -0.8505], [0.5792, 0.0252, -0.5420], [2.0146, 1.0662, 0.1175], [0.1397, 1.0257, -0.5467], [-0.2132, -0.5010, -0.1582], [-0.2622, 3.3438, -0.6552], [-2.4970, 0.5343, -1.5588], [-2.3016, -1.3194, -0.1790], [-0.8547, -1.6615, -1.5701], [1.9226, -1.1209, 0.7970], [0.0521, -1.9944, 1.6333], [-2.3554, -0.3056, -0.9892], [2.0390, 1.2341, -0.1731], [0.1414, -0.7547, 2.4730], [0.8144, 2.4668, 0.1049], [-1.9289, -0.3057, 1.6836], [-1.4797, 1.6154, 1.2425], [2.2746, 0.8601, -0.6732], [-1.0444, 0.8130, -2.3851], [1.1159, 1.5648, 1.2713], [-0.2044, -1.9122, 1.4902], [1.0057, 2.3001, -0.7368], [-0.9902, -1.7148, -1.8067], [1.6141, -0.9303, 0.7910], [1.9197, -1.6065, 0.1676], [0.5876, 1.2028, -1.9635], [-0.9869, 1.9397, -0.6832], [-1.6776, -0.7861, 1.8414], [-1.4401, -1.7802, -1.0059], [2.1733, -0.9331, 0.8744], [0.0696, 2.5496, 0.1086], [-2.4572, -0.9229, 0.1634], [1.4720, -0.7284, 2.0534], [0.3881, -0.3554, 0.9963], [-0.2084, 0.8046, -0.3754], [0.0906, 0.2482, 0.1599], [-0.0065, -0.0184, 0.0061], [0.0071, -0.2180, 0.0425], [-0.3828, -0.5780, -0.5129], [0.0568, 0.0046, 0.0499], [-0.0137, 0.0878, -0.0551], [-0.0654, 0.0534, -0.0947], [-0.0638, -0.0353, -0.0316], [0.0420, 0.0151, 0.0454], [-0.7535, 0.5855, -0.0675], [0.7848, 0.3359, 0.2957], [-0.0373, 0.2181, -0.0119], [0.0461, -0.0205, -0.0059], [-0.2442, -0.1331, -0.0525], [0.0745, -0.8565, 0.1829], [-0.0411, 0.0438, -0.0233], [0.0303, -0.0169, 0.0463], [0.0882, -0.0839, 0.0317], [0.0136, -0.0854, 0.0350], [-0.0800, 0.0066, 0.0006], [0.1539, -0.7497, -0.6002], [0.2873, 0.9546, -0.0726], [0.0917, 0.0128, -0.2362], [-0.0248, -0.0193, 0.0351], [-0.1130, -0.1721, 0.1185], [-0.3956, 0.1286, 0.7763], [0.0494, -0.1372, -0.2707], [0.1032, 0.0444, 0.0066], [-0.0202, 0.0781, 0.0791], [-0.0390, 0.0237, 0.0833], [-0.0127, -0.0769, -0.0265], [-0.3402, -0.9127, 0.0173], [-0.1639, 0.6277, -0.5433], [-0.1667, 0.1224, -0.2572], [0.0821, -0.0996, -0.0143], [0.1960, -0.0319, 0.2681], [0.5554, 0.3693, 0.4819], [-0.0267, -0.0363, -0.0158], [-0.0097, 0.0753, -0.0542], [0.0200, 0.2257, -0.0143], [0.0645, 0.0393, 0.0485], [0.0010, -0.0647, 0.0375], [-0.5571, -1.2755, 0.0715], [-0.1931, 0.6459, -0.5979], [-0.1795, -0.0352, -0.1828], [0.0019, 0.0122, -0.0061], [0.1047, -0.1390, 0.2097], [0.6013, 0.3778, 0.5164], [-0.0396, -0.0622, -0.0217], [-0.0209, 0.0864, -0.0678], [0.0521, 0.1208, -0.0058], [0.0774, 0.0520, 0.0620], [-0.0117, -0.0818, 0.0405], [0.4475, 1.0060, 0.2201], [-0.2126, -0.3125, -0.8188], [0.0977, 0.2061, -0.2114], [-0.0286, -0.0572, -0.0476], [0.0271, 0.0531, 0.2613], [-0.2577, -0.6281, 0.5803], [0.0232, 0.0725, -0.0080], [0.0273, -0.0913, -0.3829], [-0.0456, -0.1088, -0.0023], [-0.0340, -0.0821, 0.0513], [0.0426, 0.0430, 0.0337], [-0.6783, -0.6210, -0.4171], [0.8321, -0.1634, 0.3036], [0.0785, -0.2685, -0.0288], [-0.0040, 0.0093, 0.0029], [-0.2390, 0.1289, -0.0598], [-0.0722, 0.8628, 0.1827], [-0.0512, -0.0526, -0.0317], [0.1053, -0.0076, 0.0320], [0.0814, 0.0859, 0.0489], [-0.0056, 0.1036, 0.0227], [-0.0815, -0.0114, -0.0436], [-1.0124, -0.3278, -0.0090], [0.7793, -0.3150, -0.4093], [-0.1450, -0.3316, -0.1733], [-0.0084, 0.0344, 0.0295], [-0.1284, 0.1632, 0.1295], [0.4676, 0.7086, 0.3406], [-0.1463, -0.0965, 0.0636], [0.0980, -0.0300, -0.0365], [0.1077, 0.0137, -0.0154], [0.0532, 0.0697, 0.0310], [-0.0844, 0.0150, 0.0189], [0.2493, -0.5954, 0.7809], [-0.8333, 0.3966, -0.2121], [-0.1880, -0.0557, 0.2141], [0.0088, 0.0082, -0.0207], [0.2636, -0.0878, -0.0036], [0.5152, 0.2659, -0.7049], [-0.0030, -0.0328, 0.0742], [-0.0883, 0.0367, -0.0562], [-0.0268, 0.0698, -0.0945], [0.0512, 0.0313, -0.0802], [0.0664, -0.0434, 0.0469], [0.1621, -0.1036, -1.0273], [0.4415, -0.0779, 0.7398], [0.2054, -0.0380, 0.0033], [0.0718, -0.0285, 0.0586], [-0.2184, 0.0074, -0.2982], [-0.8837, 0.3619, 0.5456], [0.0499, -0.0224, -0.0688], [0.0449, 0.0050, 0.0872], [-0.0356, 0.0247, 0.0946], [-0.0855, 0.0048, 0.0977], [-0.1351, 0.1126, -0.4898]], "multiplicity": 1, "e_lumo_ev": -1.4, "smiles": "C#Cc1nc2ccc(CCCCOC)c(CCC(=O)O)c2nc1CCOCC.c1ccncc1.c1ccncc1.c1ccncc1.c1ccncc1.c1ccncc1.c1ccncc1.c1ccncc1.c1ccncc1.c1ccncc1.c1ccncc1"}